1.
{"formula": "C28H22N4OPdS2Si", "method": "wB97M-V/def2-TZVPD", "species": ["Pd", "C", "Si", "C", "C", "N", "C", "C", "C", "C", "C", "C", "O", "C", "C", "C", "C", "C", "C", "H", "H", "H", "H", "H", "H", "H", "H", "H", "H", "H", "H", "H", "H", "H", "H", "H", "H", "S", "C", "C", "N", "C", "S", "C", "N", "N", "C", "C", "C", "C", "C", "C", "C", "C", "C", "H", "H", "H", "H"], "xyz": [[0.264, -0.893, -0.905], [-1.971, -2.780, -0.673], [-2.745, -1.045, -0.968], [-3.821, -1.194, -2.557], [-3.965, -0.744, 0.487], [-1.515, 0.133, -1.089], [-1.580, 1.445, -1.346], [-2.794, 2.151, -1.455], [-2.837, 3.511, -1.663], [-1.674, 4.249, -1.792], [-0.455, 3.586, -1.738], [-0.399, 2.224, -1.529], [0.801, 1.529, -1.622], [1.985, 2.155, -1.388], [2.208, 2.998, -0.299], [3.449, 3.581, -0.130], [4.471, 3.345, -1.035], [4.262, 2.475, -2.092], [3.030, 1.879, -2.271], [-2.731, -3.552, -0.578], [-1.368, -2.788, 0.241], [-1.330, -3.065, -1.513], [-4.502, -2.037, -2.502], [-3.185, -1.328, -3.426], [-4.412, -0.298, -2.713], [-4.711, -1.529, 0.543], [-4.484, 0.201, 0.368], [-3.432, -0.712, 1.431], [-3.711, 1.588, -1.360], [-3.799, 4.003, -1.729], [-1.710, 5.319, -1.949], [0.459, 4.147, -1.875], [1.415, 3.166, 0.415], [3.626, 4.229, 0.717], [5.428, 3.835, -0.917], [5.064, 2.269, -2.787], [2.853, 1.187, -3.082], [2.304, -1.923, -0.733], [2.616, -2.460, -2.351], [3.902, -2.867, -2.640], [5.002, -3.154, -2.882], [1.605, -2.451, -3.358], [0.196, -1.464, -3.211], [1.717, -3.202, -4.510], [1.749, -3.850, -5.474], [0.425, -2.346, 8.884], [0.411, -2.127, 7.743], [0.381, -1.858, 6.381], [1.345, -1.016, 5.783], [1.294, -0.736, 4.444], [0.284, -1.272, 3.622], [-0.666, -2.126, 4.217], [-0.622, -2.413, 5.555], [0.250, -0.985, 2.245], [0.253, -0.671, 1.067], [2.125, -0.594, 6.404], [2.039, -0.096, 3.993], [-1.437, -2.561, 3.596], [-1.357, -3.069, 6.005]], "forces_ev_per_angstrom": [[0.7228, 0.0443, -0.2618], [-0.2087, 0.4862, -0.0735], [-0.4993, -0.9864, 0.0680], [0.4180, 0.2215, 0.6076], [0.4404, 0.0171, -0.5751], [-0.2892, -0.7265, -0.0780], [0.3666, 0.0847, 0.0681], [0.1024, -0.1086, 0.0633], [-0.1616, 0.2698, -0.0523], [-0.1380, 0.1936, 0.0009], [0.0594, -0.0343, -0.0519], [-0.0120, 0.2313, -0.1544], [-0.0945, 0.5294, 0.0316], [0.2699, 0.0936, -0.0971], [-0.1909, -0.2807, -0.0064], [0.0577, 0.0611, -0.0495], [0.1857, 0.0933, 0.0418], [0.0460, 0.0835, 0.0019], [-0.3579, -0.1315, 0.0468], [-0.4158, -0.0981, 0.0533], [-0.0547, 0.0212, -0.1466], [-0.0794, 0.0949, 0.1696], [-0.1339, -0.2300, 0.1041], [0.2087, -0.0435, -0.1594], [-0.1693, 0.2539, -0.0702], [-0.1640, -0.2517, -0.0393], [-0.1546, 0.2750, 0.0024], [0.2056, 0.0055, 0.2086], [-0.1213, -0.0308, 0.0287], [-0.0835, 0.0528, 0.0057], [0.0262, 0.0324, -0.0147], [0.0604, -0.0458, -0.0241], [-0.1049, 0.0240, 0.0011], [-0.0341, 0.0652, 0.0868], [0.0781, -0.0166, 0.0597], [0.0387, -0.0601, -0.0525], [-0.0831, -0.0483, -0.0289], [0.0839, 0.2013, 0.1374], [-3.4476, 0.3426, -1.2450], [2.3941, -0.9933, -0.6599], [-0.7545, 0.1500, 0.1850], [1.7114, 1.1879, 3.0179], [-0.2947, 0.0635, 0.3860], [0.4296, -1.3521, -2.2831], [0.0292, 0.4393, 0.6540], [0.0022, 0.1733, -0.9498], [0.0428, -0.4843, 2.4937], [-0.0521, 0.4214, -2.1797], [-0.3350, -0.3701, 0.6936], [-0.0241, 0.0545, -0.2780], [0.0313, -0.1181, 0.1769], [0.0143, 0.0869, -0.2913], [0.3518, 0.1150, 0.7776], [-0.1083, 0.4141, 0.1826], [0.1904, -0.5349, -0.3851], [0.0039, 0.0089, -0.0169], [-0.0128, 0.0051, -0.0376], [0.0151, 0.0367, -0.0491], [-0.0066, 0.0111, -0.0434]], "charge": -2, "lumo_ev": 4.27, "de_lowest_kcal_mol": 19.1, "e_homo_ev": -1.5, "e_tot_ha": -2588.28663, "gap_ev": 5.80}

***

2.
{"formula": "C29H54O15Si2", "method": "wB97M-V/def2-TZVPD", "species": ["C", "C", "C", "C", "C", "C", "C", "C", "C", "Si", "C", "C", "O", "C", "C", "O", "O", "Si", "H", "H", "H", "H", "H", "H", "H", "H", "H", "H", "H", "H", "H", "H", "H", "H", "H", "H", "H", "H", "H", "H", "H", "H", "H", "H", "H", "H", "H", "H", "C", "C", "C", "O", "C", "O", "O", "H", "H", "H", "H", "H", "H", "C", "C", "C", "O", "C", "O", "O", "H", "H", "H", "H", "H", "H", "C", "C", "C", "O", "C", "O", "O", "H", "H", "H", "H", "H", "H", "C", "C", "C", "O", "C", "O", "O", "H", "H", "H", "H", "H", "H"], "xyz": [[2.895, -0.122, 4.125], [2.311, -0.307, 2.708], [3.419, -0.777, 1.727], [3.312, -2.311, 1.588], [2.213, -2.658, 0.550], [1.364, -3.833, 1.009], [0.339, -4.264, -0.048], [-0.430, -3.090, -0.676], [-1.984, -3.329, -0.745], [-2.890, -1.886, 0.092], [-3.896, -2.656, 1.502], [-4.790, -1.668, 2.287], [-6.178, -2.058, 2.165], [-6.619, -2.760, 3.242], [-6.155, -4.179, 3.468], [-7.387, -2.286, 3.964], [-3.847, -1.154, -1.086], [-4.050, 0.502, -0.949], [2.394, 0.710, 4.617], [3.954, 0.108, 4.095], [2.766, -1.021, 4.720], [1.806, 0.586, 2.349], [1.558, -1.090, 2.751], [4.406, -0.478, 2.067], [3.236, -0.349, 0.753], [4.274, -2.730, 1.300], [2.995, -2.745, 2.535], [2.638, -2.839, -0.433], [1.618, -1.762, 0.434], [0.824, -3.590, 1.926], [2.064, -4.641, 1.221], [0.919, -4.739, -0.840], [-0.316, -5.044, 0.333], [-0.076, -2.964, -1.694], [-0.268, -2.160, -0.145], [-2.261, -4.251, -0.247], [-2.307, -3.332, -1.784], [-1.942, -0.937, 0.723], [-4.497, -3.467, 1.108], [-3.150, -3.065, 2.186], [-4.747, -0.652, 1.907], [-4.501, -1.625, 3.335], [-5.069, -4.226, 3.552], [-6.578, -4.519, 4.400], [-6.472, -4.808, 2.643], [-3.018, 1.296, -1.636], [-5.328, 0.823, -1.620], [-4.144, 0.977, 0.444], [-5.661, -3.556, -2.703], [-5.172, -4.354, -3.885], [-5.703, -3.882, -5.216], [-5.694, -5.086, -5.991], [-5.830, -6.127, -5.124], [-6.064, -7.245, -5.443], [-5.666, -5.704, -3.841], [-5.245, -3.954, -1.777], [-5.372, -2.509, -2.789], [-6.747, -3.619, -2.615], [-4.079, -4.396, -3.887], [-5.076, -3.122, -5.677], [-6.731, -3.514, -5.158], [5.500, 3.100, -2.154], [5.036, 1.719, -2.535], [4.113, 1.678, -3.728], [3.329, 0.507, -3.464], [3.298, 0.340, -2.117], [2.571, -0.409, -1.546], [4.203, 1.148, -1.510], [6.148, 3.050, -1.287], [6.043, 3.568, -2.973], [4.650, 3.732, -1.881], [5.896, 1.059, -2.676], [4.645, 1.581, -4.672], [3.443, 2.539, -3.779], [-4.859, 3.403, 2.722], [-3.723, 4.393, 2.637], [-4.168, 5.831, 2.537], [-3.089, 6.432, 1.815], [-2.524, 5.460, 1.048], [-1.741, 5.656, 0.179], [-2.983, 4.231, 1.416], [-4.472, 2.385, 2.785], [-5.479, 3.593, 3.598], [-5.483, 3.449, 1.829], [-3.029, 4.248, 3.471], [-4.294, 6.305, 3.508], [-5.085, 5.953, 1.956], [9.026, 6.469, 0.931], [9.433, 5.660, -0.275], [8.888, 6.178, -1.584], [8.804, 4.983, -2.371], [8.638, 3.945, -1.510], [8.326, 2.845, -1.834], [8.864, 4.340, -0.231], [9.446, 6.037, 1.840], [9.372, 7.499, 0.843], [7.942, 6.466, 1.050], [10.521, 5.555, -0.313], [9.541, 6.906, -2.058], [7.885, 6.602, -1.490]], "forces_ev_per_angstrom": [[-0.6202, 0.2995, -0.3193], [1.0214, -0.1529, 0.1119], [-0.8729, -0.6675, 0.3031], [-0.1826, 0.4682, -0.7366], [0.3055, 0.1656, 0.8620], [-0.2359, 0.0598, -0.5512], [0.9052, 0.1496, -0.2178], [-1.1030, -0.8419, -0.0945], [0.5961, 1.3601, 0.2622], [-0.2965, -1.7825, -0.3854], [0.2588, 1.2537, 0.0010], [-0.1548, -0.7924, -0.6185], [0.6450, 0.2307, -0.1951], [1.7864, -1.8135, -1.4567], [0.6066, 0.2406, -0.3474], [-3.0149, 1.9757, 2.5826], [0.5669, 0.9101, 1.1607], [-0.6836, 0.0821, -0.8013], [-0.0184, -0.0890, 0.2913], [0.1910, 0.0920, -0.0391], [0.0123, -0.0745, 0.1642], [0.1247, 0.2258, 0.0574], [-0.2848, 0.0022, -0.0746], [0.0737, 0.1509, 0.0969], [0.2115, 0.1706, -0.2907], [0.0522, -0.2435, 0.0372], [0.3067, -0.0729, 0.2671], [0.1385, -0.1442, -0.1666], [-0.2823, 0.0908, -0.0846], [0.1602, 0.1443, 0.2540], [-0.1983, -0.3314, 0.1866], [-0.0522, -0.1647, -0.1576], [-0.2241, 0.0440, 0.1753], [0.1449, 0.3200, -0.0356], [0.3843, 0.0619, 0.0938], [-0.1160, -0.2610, -0.0902], [-0.1742, -0.3072, -0.0536], [-0.0839, 0.2823, -0.1954], [-0.1274, -0.1721, -0.0088], [0.0918, -0.2804, -0.0657], [-0.0254, 0.0981, -0.0871], [-0.0435, 0.0012, 0.1821], [0.0666, -0.0622, -0.1756], [-0.1979, -0.1228, 0.1292], [0.0388, -0.1216, -0.1131], [0.2523, -0.1895, 0.0400], [-0.0243, -0.0528, 0.0605], [0.1003, -0.1713, 0.1594], [-0.1465, -0.2734, 0.2432], [-0.1709, 0.3870, 0.4090], [0.1372, 0.0965, -0.2262], [-0.0665, -0.0874, 0.1904], [-0.0137, -0.0606, 0.0404], [0.0344, 0.0586, 0.0070], [0.0585, -0.0342, -0.3714], [0.0803, 0.0801, -0.0176], [0.0777, -0.0282, -0.0054], [-0.0017, 0.0304, -0.1297], [-0.0051, -0.0301, -0.0964], [0.0262, -0.1352, -0.1365], [0.0088, -0.0055, 0.1325], [-0.4762, 0.1908, 0.4090], [0.2552, 0.5261, -0.0130], [0.0393, -0.1014, -0.2440], [-0.0140, 0.0471, 0.1934], [-0.0007, 0.0355, 0.0574], [0.0221, 0.0721, -0.1753], [-0.1789, -0.2546, -0.2224], [0.0438, -0.0528, 0.0044], [0.0432, -0.0826, -0.0163], [-0.0997, -0.0804, -0.1816], [-0.0450, -0.0440, -0.0197], [-0.0911, -0.1820, -0.0077], [0.0596, 0.0479, 0.0981], [0.1264, -0.3166, -0.2521], [-0.5123, -0.3473, 0.0911], [0.0505, 0.2159, 0.1664], [0.0102, -0.1967, -0.1174], [0.0532, -0.0681, -0.0699], [-0.0213, -0.0073, 0.0548], [0.0927, 0.4210, 0.0458], [-0.0110, 0.0199, 0.0937], [0.0528, 0.0358, 0.0226], [-0.0091, 0.1346, 0.0264], [0.0284, 0.0932, -0.0190], [0.1475, 0.1151, -0.0613], [-0.0155, -0.1333, 0.0049], [-0.1248, -0.2885, 0.2570], [-0.1225, 0.4216, 0.4030], [0.1334, 0.1148, -0.2117], [-0.1060, -0.0995, 0.1741], [0.1422, -0.0570, 0.0498], [0.3545, 0.0114, -0.0121], [0.0117, -0.0516, -0.3707], [0.0685, 0.0555, -0.0274], [0.0377, -0.0225, -0.0475], [-0.0026, 0.0543, -0.1202], [-0.0126, -0.0390, -0.0988], [0.0159, -0.1421, -0.1456], [0.0111, -0.0115, 0.1261]], "lumo_ev": 0.47, "de_lowest_kcal_mol": 8.6, "e_homo_ev": -9.8, "e_tot_ha": -2845.09716, "gap_ev": 10.25}

***

3.
{"formula": "C4H5AuN3Se2Te2", "method": "wB97M-V/def2-TZVPD", "species": ["Au", "Se", "Te", "Te", "Se", "N", "C", "C", "N", "C", "C", "N", "H", "H", "H", "H", "H"], "xyz": [[3.247, -7.246, -8.744], [2.106, -5.721, -6.885], [0.493, -4.739, -8.505], [2.112, -4.353, -10.659], [2.797, -6.722, -11.102], [6.953, -6.679, -5.355], [6.576, -7.357, -6.466], [5.218, -7.636, -6.647], [4.845, -8.255, -7.766], [5.803, -8.761, -8.616], [7.146, -8.508, -8.344], [7.542, -7.772, -7.304], [6.296, -6.093, -4.851], [7.952, -6.587, -5.176], [4.467, -7.287, -5.950], [5.471, -9.063, -9.612], [7.935, -8.803, -9.035]], "forces_ev_per_angstrom": [[-0.8906, 0.5706, -0.4936], [0.2044, -0.1860, 0.0729], [-0.0593, 0.1805, -0.3081], [-0.2265, 0.2394, 0.2072], [-0.0264, -0.2301, -0.1208], [0.7536, 0.5334, 0.8630], [0.5156, -0.4450, -0.0654], [0.4887, -0.5550, -1.2168], [1.1002, -0.9649, 0.0771], [-0.0028, 1.3755, 0.4777], [-0.5589, 0.2521, -0.2249], [-0.6000, -0.0655, 0.6174], [0.3688, -0.3152, -0.2959], [-0.6887, 0.1671, -0.1758], [-0.1300, -0.0476, -0.1437], [-0.0017, -0.3858, 0.6126], [-0.2462, -0.1235, 0.1169]], "charge": -1, "lumo_ev": 2.55, "e_homo_ev": -3.2, "e_tot_ha": -5794.41334, "gap_ev": 5.78}

***

4.
{"formula": "C3H4NO4", "method": "wB97M-V/def2-TZVPD", "species": ["O", "C", "O", "C", "N", "O", "C", "O", "H", "H", "H", "H"], "xyz": [[-2.167, 1.288, 0.607], [-1.261, 0.521, 0.351], [-1.212, -0.776, 0.302], [0.043, -1.267, 0.144], [1.094, -0.140, 0.250], [1.714, -0.048, 1.425], [0.105, 1.052, -0.120], [0.208, 1.033, -1.495], [0.171, -1.703, -0.967], [0.187, -2.120, 0.741], [0.456, 1.967, 0.327], [0.662, 0.193, -1.564]], "forces_ev_per_angstrom": [[-0.5693, -1.6177, 0.3232], [1.7144, 4.0620, -1.0549], [-3.6002, -0.9185, 1.0246], [3.2679, -0.0710, -3.7032], [-1.8897, 0.3179, -1.2039], [0.0435, -0.1647, 1.2616], [1.4467, -2.4849, 1.6455], [-1.1318, 0.8288, -1.1315], [-0.5895, 0.8825, 1.9499], [0.5015, -0.6335, 1.4055], [-0.1160, 0.2344, 0.2582], [0.9228, -0.4354, -0.7751]], "charge": -1, "smiles": "O=C1OCN([O-])[C@H]1O", "lumo_ev": 3.94, "de_lowest_kcal_mol": 22.6, "e_homo_ev": -2.1, "e_tot_ha": -472.35452, "gap_ev": 6.03}